Entry 1:
C36H31N5O3PSr | wB97M-V/def2-TZVPD

Charge: +1
HOMO level, eV: -10.845
Multiplicity: 1
Kohn-Sham gap, eV: 7.917

Geometry (Å):
Sr 0.029724 0.555220 0.154688
C -0.167118 -2.183714 4.015319
C 0.502337 -3.315558 3.590285
C 0.697439 -3.521174 2.234170
C 0.215324 -2.583719 1.338524
N -0.405901 -1.460255 1.746320
C -0.594146 -1.278735 3.062080
C 0.357311 -2.797579 -0.163536
C 0.523349 -4.062060 -0.694312
C 0.658679 -4.188121 -2.064543
C 0.624417 -3.066205 -2.873124
C 0.426378 -1.830592 -2.284305
N 0.293851 -1.710552 -0.954728
C 0.356445 -0.544010 -3.093805
C 0.203636 -0.556419 -4.466085
C 0.119955 0.650098 -5.144060
C 0.204199 1.835862 -4.439276
C 0.373294 1.769042 -3.068216
N 0.436117 0.607139 -2.400203
H -0.349633 -1.989132 5.063782
H 0.874686 -4.036055 4.308679
H 1.242193 -4.386692 1.881922
H -1.085283 -0.357122 3.353235
H 0.535903 -4.933765 -0.055078
H 0.796986 -5.167907 -2.504635
H 0.750658 -3.159377 -3.942279
H 0.125336 -1.488666 -5.008021
H -0.017716 0.656228 -6.218539
H 0.142912 2.796981 -4.930695
H 0.434665 2.665765 -2.465071
O -0.143735 1.972032 2.951046
N 1.159002 1.688937 2.513182
C 1.878285 1.282835 3.478502
C 3.324832 0.933511 3.329322
C 4.082411 1.199890 4.470944
C 5.454692 1.023561 4.477629
C 6.091025 0.567710 3.329063
C 5.339893 0.276429 2.201444
C 3.954948 0.438226 2.181285
P 3.021363 -0.050599 0.676443
C 3.766709 1.022128 -0.610126
C 4.877631 0.732905 -1.396238
C 5.347293 1.660405 -2.317668
C 4.718917 2.893811 -2.456822
C 3.617340 3.201269 -1.669731
C 3.143337 2.265541 -0.759278
C 3.650404 -1.749262 0.351318
C 3.962958 -2.610237 1.401821
C 4.347987 -3.924965 1.157673
C 4.436342 -4.399614 -0.145413
C 4.124954 -3.551659 -1.202579
C 3.726804 -2.244476 -0.954304
H -0.463673 2.731626 2.403455
H 1.450703 1.280525 4.477438
H 3.583514 1.574028 5.358351
H 6.026873 1.247762 5.369775
H 7.165484 0.430422 3.314993
H 5.849027 -0.097046 1.317781
H 5.382151 -0.221171 -1.298635
H 6.212515 1.420441 -2.923191
H 5.090378 3.615991 -3.173809
H 3.127867 4.164096 -1.756816
H 2.288168 2.536940 -0.145014
H 3.912169 -2.256703 2.426625
H 4.596675 -4.573878 1.989385
H 4.758634 -5.416145 -0.336151
H 4.195861 -3.906929 -2.223958
H 3.490687 -1.602185 -1.796342
N -2.710050 1.047486 0.368275
C -2.735777 2.435304 -0.214805
C -1.464279 3.065630 0.339582
O -1.526262 3.713368 1.385495
O -0.376858 2.662865 -0.235136
H -3.506375 0.500071 0.063822
H -2.826604 1.158061 1.373182
H -3.599961 3.018760 0.088410
H -2.687885 2.357294 -1.298637

Forces on atoms 1 to 3 (eV/Å):
0.304 -0.999 0.911
-0.029 0.025 0.110
0.083 -0.149 0.075


Entry 2:
C46H38BrCuN3O4Te | wB97M-V/def2-TZVPD

Charge: -2
HOMO level (alpha / beta), eV: 1.034 / -0.609
Expectation value of S²: 0.800
Multiplicity: 2
Kohn-Sham gap (alpha / beta), eV: 2.688 / 4.331
ΔE to the lowest compared entry with this formula, charge and spin, kcal per mole: 0.0

Geometry (Å):
Cu -1.944059 0.923593 -0.122437
Br -0.730859 -0.022107 6.915263
C -1.251859 -0.051307 5.067963
C -1.494859 -1.278307 4.468463
C -1.921859 -1.296007 3.162763
C -2.181459 -0.114807 2.418863
O -2.741659 -0.203307 1.276063
C -1.800259 1.133693 3.046663
C -1.773159 2.363593 2.342463
N -2.300059 2.536393 1.162963
C -2.345559 3.720093 0.503563
C -2.039259 4.982293 1.046163
C -2.213959 6.138093 0.312963
C -2.755259 6.106893 -0.962537
C -3.108559 4.876993 -1.541837
C -3.711459 4.763793 -2.812037
C -3.959159 3.506193 -3.332837
C -3.602659 2.388593 -2.590937
N -3.092359 2.456293 -1.369037
C -2.855559 3.664793 -0.832437
C -1.369959 1.127993 4.380663
H -1.349959 -2.191807 5.028363
H -2.109759 -2.245007 2.679063
H -1.199759 3.167993 2.820463
H -1.654559 5.052693 2.054463
H -1.917459 7.086593 0.749463
H -2.917059 7.023693 -1.519037
H -3.976759 5.658493 -3.364937
H -4.422459 3.394693 -4.306337
H -3.756559 1.393893 -2.992937
H -1.158459 2.074493 4.863063
O 0.633241 1.172893 0.958463
C 0.577541 1.871493 -0.078537
O -0.327559 1.858593 -0.944137
C 1.746441 2.776693 -0.369737
C 1.544141 4.046293 -0.902737
C 2.622741 4.863793 -1.184737
C 3.917141 4.411593 -0.965437
C 4.123141 3.133493 -0.465537
C 3.045341 2.324893 -0.159437
H 0.530541 4.374393 -1.081137
H 2.460741 5.858393 -1.581937
H 4.766741 5.047993 -1.187937
H 5.132541 2.772393 -0.310337
H 3.190241 1.323793 0.230163
C 5.748041 -2.775007 -4.005637
C 4.542041 -2.604307 -3.123937
C 4.214141 -3.538807 -2.149537
C 3.135941 -3.355307 -1.296137
C 2.768741 -4.405007 -0.296337
C 2.349641 -2.200807 -1.401437
Te 1.209741 -1.261807 0.209763
N -0.634959 -1.105507 -0.476737
C -1.095359 -2.255007 -0.923537
O -0.405259 -3.277507 -1.117837
C -2.571559 -2.271707 -1.125637
C -3.288059 -3.390807 -0.724537
C -4.666859 -3.412307 -0.824037
C -5.339859 -2.307707 -1.316937
C -4.630059 -1.183407 -1.705737
C -3.251659 -1.162107 -1.609737
C 0.982441 -2.726607 1.742763
C 0.127841 -3.826407 1.706963
C -0.070059 -4.598207 2.834363
C 0.564141 -4.277307 4.025863
C 1.393141 -3.164507 4.070863
C 1.612641 -2.385407 2.950263
C 2.497041 -1.181007 3.030263
C 2.634641 -1.281907 -2.423137
C 1.734541 -0.107807 -2.664237
C 3.713741 -1.496907 -3.265837
H 6.111741 -3.800307 -3.980337
H 6.560241 -2.124507 -3.674837
H 5.515341 -2.510707 -5.036737
H 4.825941 -4.429007 -2.054037
H 3.390541 -5.295407 -0.388437
H 1.727541 -4.683107 -0.445037
H 2.852441 -4.015207 0.718563
H -2.753259 -4.237207 -0.317137
H -5.216659 -4.287707 -0.497937
H -6.420559 -2.320007 -1.392237
H -5.161059 -0.311007 -2.061537
H -2.694459 -0.281207 -1.886937
H -0.377159 -4.087307 0.790063
H -0.732459 -5.454007 2.789363
H 0.396141 -4.865307 4.920563
H 1.858141 -2.882507 5.005763
H 2.900241 -1.069707 4.035863
H 1.929641 -0.284407 2.769163
H 3.326141 -1.268907 2.323863
H 1.112641 0.100193 -1.792137
H 1.053341 -0.331907 -3.487637
H 2.293541 0.792293 -2.921537
H 3.920841 -0.775707 -4.046137

Forces on atoms 1 to 3 (eV/Å):
-0.378 0.018 -0.660
0.074 0.013 0.121
0.152 -0.128 0.433


Entry 3:
C19H20FN3O2S | wB97M-V/def2-TZVPD

HOMO level, eV: -7.469
SMILES: COC(=O)c1cccc(NC(=S)N2CCN(c3ccccc3F)CC2)c1
Multiplicity: 1
Kohn-Sham gap, eV: 7.425
ΔE to the lowest compared entry with this formula, charge and spin, kcal per mole: 425.1

Geometry (Å):
C -6.467874 -2.557589 -1.013881
O -5.534910 -1.737964 -0.937394
C -6.106172 -0.450698 -0.390515
O -7.322703 -0.244488 -0.249161
C -5.009839 0.637405 -0.226021
C -5.351358 1.730184 0.117731
C -4.513074 2.948819 0.435650
C -3.130759 2.700448 0.550637
C -2.641291 1.152457 0.210696
N -1.275639 0.759179 0.253630
C -0.713328 -0.318638 0.529768
S -1.491904 -1.739291 1.082236
N 0.758633 -0.172275 0.131180
C 1.447474 -1.350014 0.719706
C 2.700758 -0.792796 1.267694
N 3.519306 -0.100440 0.100965
C 4.828622 -0.038131 0.242672
C 5.528745 -0.252688 1.379133
C 7.020511 0.061541 1.278630
C 7.720236 -0.026546 0.159561
C 7.118818 0.306986 -1.050052
C 5.661761 0.322779 -1.318877
F 5.048797 0.114219 -2.323826
C 2.663193 0.271821 -0.996376
C 1.391617 0.827038 -0.596413
C -3.698963 0.283420 -0.213350
H -5.802777 -3.473394 -1.311408
H -7.036668 -2.621122 -0.282692
H -7.051403 -2.291679 -1.996094
H -6.402586 2.246486 0.274439
H -4.704582 3.847117 0.659429
H -2.390207 3.207656 0.900918
H -0.839429 1.812855 0.160818
H 1.581180 -2.091335 -0.326841
H 0.851568 -1.980294 1.421398
H 2.726391 -0.292476 2.126734
H 3.272357 -1.666617 1.698143
H 5.106506 -0.435608 2.256357
H 7.501419 -0.094243 2.207594
H 8.751344 0.229699 0.068502
H 7.590679 0.508486 -1.944197
H 3.237475 1.400233 -1.412421
H 2.389178 -0.268193 -1.699375
H 0.765542 1.253134 -0.977489
H 1.545628 1.662416 0.324367
H -3.210937 -0.810335 -0.397405

Forces on atoms 1 to 3 (eV/Å):
0.501 -6.748 -11.329
4.781 11.001 3.723
-1.056 0.094 -1.549


Entry 4:
C8H19F2N2O6S2 | wB97M-V/def2-TZVPD

Charge: -1
HOMO level, eV: -6.687
Multiplicity: 1
Kohn-Sham gap, eV: 9.207

Geometry (Å):
C 4.293180 2.439687 2.134516
C 2.821948 2.500016 1.584065
C 2.715919 2.037013 0.096817
C 1.421058 1.257044 -0.247434
N 0.180960 2.047779 -0.224923
C -0.470981 2.060440 1.073007
C -0.958549 0.658676 1.520798
O -1.302756 -0.166771 0.419900
C -0.879151 -1.506141 0.685081
O -1.627548 2.918885 1.027334
C -2.270543 2.896386 -0.241391
H 4.670140 3.451929 2.328322
H 4.945308 1.999076 1.368136
H 4.312000 1.813330 3.032438
H 2.173165 1.922934 2.255749
H 2.516243 3.557945 1.628099
H 2.901094 2.905505 -0.551980
H 3.556087 1.336631 -0.064412
H 1.392562 0.359336 0.379869
H 1.540599 0.900077 -1.285198
H 0.458598 3.010693 -0.391361
H 0.141285 2.464486 1.895413
H -1.749955 0.716005 2.279747
H -0.087999 0.166611 2.006295
H 0.223328 -1.590097 0.637606
H -1.201018 -1.777779 1.704309
H -1.308120 -2.205210 -0.038555
H -1.788270 3.587709 -0.951010
H -3.285918 3.294065 -0.078914
H -2.374685 1.885392 -0.650583
N -3.051226 -4.609134 -2.172854
S -2.999949 -5.196079 -3.638370
O -2.754415 -6.610066 -3.751427
O -2.422034 -4.353020 -4.650848
F -4.558168 -5.104271 -3.980476
S -1.651042 -4.611152 -1.460120
O -1.746952 -4.388953 -0.038311
O -0.569942 -3.930922 -2.122921
F -1.204253 -6.138056 -1.516414

Forces on atoms 1 to 3 (eV/Å):
-0.694 0.026 -0.609
0.704 0.503 -0.237
0.082 -0.657 0.998